(1)
148
Properties=species:S:1:pos:R:3:lowdin_charge:R:1 method="wB97M-V/def2-TZVPD" smiles="CCN(CC)CC.CCN(CC)CC.CCN(CC)CC.CCN(CC)CC.CNC(C)=O.CNC(C)=O.CNC(C)=O.CNC(C)=O.CNC(C)=O" e_tot_ev=-65630.088 spin_multiplicity=1 orbital_gap_ha=0.3089
H 0.82959 -11.43695 -8.19547 0.07
H -4.75664 -1.24454 -5.62446 0.07
H 6.94677 -3.84763 3.31928 0.14
H 4.02719 5.88972 8.22242 0.10
C -3.32275 -4.89624 -4.47223 -0.08
H 4.05296 -6.85687 3.38294 0.08
H -4.53463 13.59897 -2.33576 0.06
C -0.07012 -0.22184 -0.32837 -0.26
C 0.35974 3.34639 -0.88746 -0.08
H -0.03042 3.91923 -0.04619 0.06
H 3.58649 7.93671 10.56689 0.08
H 0.23425 1.60825 -2.07530 0.10
H 0.03404 12.31861 -5.08332 0.07
H -2.98574 -0.87314 10.51136 0.08
N 3.13569 -10.49953 -6.74569 -0.20
H -4.46324 12.68681 -4.70126 0.10
C 1.60748 -10.99464 -8.81785 -0.08
H -1.32503 11.61581 -2.71415 0.10
H -2.87339 11.46491 -5.82356 0.10
N -2.47208 12.71528 -4.18554 -0.21
H 3.09868 -1.05039 -8.18998 0.08
H -1.31523 2.02395 -1.45121 0.11
C -4.18449 14.24480 -3.14100 -0.09
H -2.92825 -5.06517 -3.47027 0.08
C 4.98890 -11.87446 -7.78599 -0.08
H -5.24923 -1.09350 -3.82137 0.08
H 0.71808 4.49949 8.71522 0.11
C -2.13738 -1.30788 11.03992 -0.01
N -5.59703 -5.29510 1.87753 -0.01
H 2.12946 5.22749 10.89957 0.10
N -2.27872 -3.67415 10.62633 0.01
H -3.13617 -3.64747 11.15941 0.14
H 4.43060 3.58610 8.57116 0.07
H 1.09390 -10.44186 -9.60447 0.07
H -0.45044 1.89998 -9.50551 0.09
C 0.52596 2.32485 -9.27265 -0.07
H -0.37434 11.21914 -6.45494 0.07
H -5.38972 -3.27697 2.47642 0.08
H 5.71311 -12.60314 -7.42178 0.07
O 6.37783 -6.03341 2.67686 0.01
C -2.34552 11.89575 -2.97556 -0.25
C -3.74884 13.44623 -4.38340 -0.25
H 4.39031 6.31291 10.42352 0.06
C 3.56008 6.88220 10.84152 -0.08
H 2.97675 -9.83169 -4.01111 0.07
H -3.52660 14.13252 -5.20053 0.11
H 3.29621 -8.50640 -6.21578 0.11
H 3.43470 -9.68589 -8.73292 0.11
N -3.81538 -3.54374 -4.70767 0.00
H 3.49063 -5.32717 2.63839 0.08
H 1.42894 3.20208 -0.73228 0.07
C 5.05569 -3.00051 4.09841 -0.05
C -5.34110 -1.60662 -4.77864 -0.01
H -1.33974 -5.14380 9.25790 0.08
H -1.71600 1.04505 3.06403 0.06
H 2.40219 1.50267 -9.83559 0.13
H -4.08848 -5.65177 -4.64810 0.08
N -0.16452 1.17611 0.01813 -0.23
H 1.54740 -1.52756 -1.10752 0.07
H -2.71755 -5.74139 10.13516 0.08
C 1.19359 -0.49901 -1.17819 -0.08
H 0.61782 5.87822 7.62857 0.11
H 3.72997 6.84609 11.91759 0.07
H 1.97410 -1.90114 -9.27207 0.08
H -3.33476 10.09423 -2.10266 0.07
C -3.17807 10.59967 -3.05558 -0.08
H -6.38290 -1.48155 -5.07378 0.08
H -2.08121 12.92480 -6.22744 0.10
O -0.64224 -2.53935 9.62176 0.04
H -2.22320 1.27187 0.51244 0.11
C 1.36149 0.05442 -8.89875 -0.55
H -4.62104 -5.04564 4.31767 0.06
C -0.26189 1.97244 -1.17568 -0.27
H -6.79797 -3.67758 1.61372 0.09
O -4.37975 -7.10745 1.75868 0.06
C -6.10833 -4.08702 2.35186 -0.13
H -3.08353 -5.59752 3.73634 0.08
C -4.72709 -6.17504 2.41591 -0.56
H -3.34175 14.86063 -2.82692 0.08
H -1.01015 -0.58895 -0.74031 0.12
C -1.03258 0.68410 2.29542 -0.07
H 4.01011 -3.17906 3.84746 0.07
H 3.44776 3.83185 9.87772 0.07
C 3.11920 5.28754 8.25471 -0.25
H 0.00320 0.77726 2.62188 0.07
H 0.04566 -0.79758 0.58990 0.09
C 3.85950 -11.80303 -6.77417 -0.23
C -5.08847 -3.08717 -4.45078 -0.54
H 4.81682 -9.33261 -6.42107 0.10
H 0.74338 3.04152 -10.06461 0.08
H 4.08955 -11.99284 -5.72577 0.10
C 4.15140 -5.77132 3.38285 -0.01
H -2.41711 -1.51601 12.07265 0.07
C 5.57478 -5.24541 3.15802 -0.58
H 3.87237 -5.45616 4.38829 0.07
N 1.56766 1.31137 -9.29981 -0.01
C 2.25535 6.20924 10.44304 -0.28
C -2.07629 12.12680 -5.48497 -0.26
H -4.11999 -6.75329 4.44832 0.08
O -5.98404 -3.84143 -4.10442 0.03
C -4.13553 -5.87488 3.80313 0.01
C -1.61194 -2.57483 10.35161 -0.59
N 2.08723 6.07838 8.98335 -0.18
C 3.79334 -9.46549 -6.07045 -0.30
H -1.36937 -0.53903 11.12436 0.08
C -0.46821 6.27497 9.34092 -0.09
C -1.89123 -5.03280 10.19152 -0.06
C 2.47539 -0.95274 -9.07884 0.00
C 3.91662 -9.64438 -4.53039 -0.08
H -1.19681 -5.40433 10.94508 0.08
H -1.26613 2.54315 1.09044 0.10
H 3.18772 -12.65204 -6.90068 0.11
C 0.72743 5.58865 8.67367 -0.27
H -0.46801 10.73040 -4.75612 0.06
C -0.64520 11.55015 -5.45235 -0.09
C 2.65365 -10.09081 -8.08941 -0.24
C -1.23688 1.46477 0.93440 -0.24
H -2.50987 -5.19379 -5.13465 0.08
H -2.95167 9.85844 -3.82202 0.07
H 0.59031 2.88288 -8.33854 0.09
H 5.26783 -1.99983 3.72191 0.08
H 2.83686 5.26905 7.20208 0.11
H -3.19224 -2.91235 -5.19053 0.12
H 2.01021 0.11348 -0.79600 0.08
H 5.18632 -3.01578 5.18045 0.08
H -5.74178 -5.47948 0.89511 0.15
H -5.01949 14.92371 -3.31413 0.07
H 4.27303 -8.72860 -4.05877 0.07
H -6.63430 -4.19471 3.30047 0.09
H 0.99529 -0.33031 -2.23664 0.06
H 2.15557 -11.80900 -9.29168 0.05
H -0.32997 7.35274 9.25484 0.08
H -1.26039 -0.37009 2.13764 0.05
N 5.96235 -4.01950 3.46583 0.02
H -0.48303 5.99854 10.39518 0.06
H -2.60190 12.52686 -2.12465 0.10
H -4.18973 10.95904 -3.24397 0.06
C 3.41969 3.92849 8.79238 -0.10
H 5.58089 -10.95952 -7.76295 0.07
O 0.25134 -0.30973 -8.46735 0.00
H 0.35237 3.94182 -1.80044 0.07
H 4.53647 -10.51151 -4.30241 0.06
H 3.09715 -0.68170 -9.93211 0.07
H 1.43484 6.75887 10.90430 0.10
H 4.67104 -12.14690 -8.79239 0.07
H -1.38658 5.98690 8.82936 0.07
H 2.04833 -9.21103 -7.87109 0.10
H 2.74301 3.15688 8.42520 0.07

(2)
7
Properties=species:S:1:pos:R:3:nbo_charge:R:1 method="wB97M-V/def2-TZVPD" e_tot_ev=-20432.465 spin_multiplicity=1 orbital_gap_ha="0.1903 / 0.1880" charge=-1
S 1.88566 0.92180 0.75380 -0.19
C 2.64644 -0.09622 -0.20256 0.00
N -1.06474 0.12684 0.94165 0.05
O -3.03920 0.31173 0.56727 -0.41
N -1.91771 -0.06402 0.03091 0.46
O -1.75376 -0.43200 -1.13317 -0.42
N 3.24332 -0.76813 -0.95789 -0.48

(3)
57
Properties=species:S:1:pos:R:3:nbo_charge:R:1 method="wB97M-V/def2-TZVPD" e_tot_ev=-35494.279 spin_multiplicity=1 orbital_gap_ha=0.3125
C -0.34061 -1.04219 1.38971 -0.16
H -0.60123 1.67763 1.98596 0.20
O 2.15879 -0.18197 2.45395 -0.97
H 0.24249 -2.63504 4.73843 0.20
H -2.94137 0.66862 1.47855 0.23
H 1.48062 1.79104 -3.55734 0.50
H -5.29302 1.35036 -0.29962 0.48
H -3.16166 -1.44849 0.54019 0.48
H 4.28442 0.85035 0.06526 0.48
O -0.19275 1.34774 -0.87062 -0.95
H -2.88067 2.45837 2.10218 0.21
C -1.20676 1.03974 2.71306 -0.42
C -2.64214 1.27570 2.32476 -0.61
H -0.46146 -3.99092 -0.87335 0.47
O -4.41329 0.98976 -0.60222 -0.97
O 0.60363 1.95873 -3.34523 -0.96
H 0.41995 1.57614 -1.60215 0.48
H 0.56517 -2.77346 0.50020 0.19
H -1.64074 -4.96218 -0.52386 0.48
O 2.98740 3.57173 0.76365 -0.96
O -0.79322 -4.89959 -0.97501 -0.95
H 0.03347 2.18990 -3.97368 0.49
H -1.34960 -0.26493 -2.68080 0.51
H -2.18347 -1.16086 -0.68317 0.50
H -3.40645 -1.06233 -2.85763 0.49
H 0.04138 4.10806 -2.13990 0.47
O 1.81317 -0.85978 -3.19991 -0.94
O 5.06820 1.38920 -0.27080 -0.96
C -0.00841 -2.27248 3.80497 -0.25
H -0.48501 -0.38878 0.47438 0.23
H 1.27896 -0.18756 2.72920 0.48
H 2.41283 -0.10160 -3.16529 0.47
H -0.87182 -0.54369 4.77903 0.22
H 0.42193 1.16500 -0.16870 0.46
O -2.31910 -1.67730 0.16966 -0.98
H 2.64946 -0.91201 2.76996 0.47
H 2.60955 3.41198 1.65785 0.49
O -1.78171 -1.15562 -2.43852 -0.96
H 4.70413 0.80995 -2.30689 0.50
H 1.26451 -3.78127 2.79237 0.22
H 2.35875 -1.35938 -2.62810 0.46
H 1.33609 3.32530 -1.97507 0.46
O 0.84382 4.12974 -1.67588 -0.93
O 3.96305 1.35801 -2.53465 -0.99
C -0.48691 -0.99244 3.80897 -0.22
H 4.78022 2.28276 -0.10888 0.48
C 0.33423 -2.28387 1.36431 -0.20
C -0.77321 -0.46359 2.56410 -0.08
H -1.14755 -1.74772 -2.81482 0.50
H -4.40701 0.55553 -1.35315 0.48
H 4.20350 2.24020 -2.10053 0.49
O -4.31264 -1.11263 -2.45515 -0.98
H -4.11534 -1.90172 -1.90575 0.47
C 0.53775 -2.86426 2.67363 -0.21
H -0.81281 1.35303 3.78174 0.21
H -3.32859 1.06275 3.20079 0.20
H 2.51395 3.10105 0.10748 0.47

(4)
11
Properties=species:S:1:pos:R:3:nbo_charge:R:1 method="wB97M-V/def2-TZVPD" smiles=C#Cc1ccn[nH]1 e_tot_ev=-8226.008 spin_multiplicity=1 orbital_gap_ha=0.3502
H 1.02179 -1.03400 1.62377 0.42
N 0.34183 -1.94456 -0.06329 -0.21
H -0.99753 2.36859 1.36810 0.28
C -0.26085 -0.02231 -1.09970 -0.25
C -0.20291 -1.42151 -1.16207 -0.07
C 0.29054 0.28185 0.13219 -0.02
C 0.30423 1.49999 0.82374 0.01
H -0.53534 -2.07221 -1.95752 0.22
H -0.67129 0.68681 -1.80512 0.24
C 0.09654 2.56321 1.43008 -0.33
N 0.61298 -0.90587 0.70983 -0.28